The following is a quantum chemistry calculation of C5H10O2 as an isolated structure, from the Open Molecules 2025 dataset.

Summary:
HOMO (alpha / beta) = -7.1304 / -7.1309 eV
Energy relative to the best compared isomer or geometry (same formula, charge and spin) = 5.268 eV
E_LUMO (alpha / beta) = 0.484 / 0.484 eV
Calculated total energy = -9437.77518 eV
Frontier orbital gap (alpha / beta) = 7.61 / 7.62 eV
Molar mass = 102.13 g mol⁻¹

```
! RIJCOSX wB97M-V def2-TZVPD def2/J DEFGRID3
* xyz 0 1
C -1.797 -0.359 -0.101
C -0.745 0.371 0.708
C 0.890 -1.132 0.633
O 0.684 -1.714 -0.458
C 1.621 0.205 0.541
C 0.436 1.017 0.136
O 0.486 0.637 -1.657
H -2.287 0.271 -0.868
H -2.601 -0.680 0.569
H -1.404 -1.255 -0.601
H -1.251 1.084 1.373
H 0.853 -1.692 1.577
H 0.600 -0.360 -1.487
H 1.911 0.561 1.536
H 2.503 0.198 -0.116
H 0.540 2.110 0.154
H -0.438 0.737 -1.939
*
```

Per-atom natural (NBO) charges, elementary charge units: -0.634 -0.536 0.378 -0.698 -0.558 0.170 -0.791 0.166 0.225 0.225 0.211 0.156 0.531 0.242 0.214 0.195 0.504